(1)
Molecular formula: C36H37BF2N2O5P2RuS
Method: DFT, the ωB97M-V functional and the def2-TZVPD basis

DFT total energy = -3280.143089 a.u.
Relative energy (zero: lowest compared OMol25 entry of this formula, charge and spin) = 4.3391 eV
Highest occupied orbital energy (alpha / beta) = -6.895 / -8.218 eV
HOMO-LUMO gap (alpha / beta) = 6.947 / 7.004 eV
Multiplicity = 5

Each line ends with the Löwdin spin population.
Cartesian coordinates (Å):
1 C 2.52254 -3.15191 2.07668  0.005
2 H 3.73124 -4.74961 2.82168  0.000
3 C 2.27734 5.50139 1.30748  0.002
4 C -1.72306 -1.22981 1.83268  0.015
5 H 2.92874 4.08599 -0.16522  0.000
6 C 3.32684 -0.93341 2.51608  0.003
7 C 1.34564 3.29119 1.01848  0.042
8 H 4.21354 6.22669 0.79048  0.000
9 H -1.43366 -3.33751 5.02008  0.000
10 H 5.18994 -0.80911 3.55848  0.000
11 C 2.36504 -1.77461 1.97098  0.023
12 C -2.79566 -0.48861 -1.33482  0.010
13 H -5.27456 -2.69321 -0.70912  0.000
14 O -1.66186 3.08929 3.51108  0.007
15 C -4.28306 -2.32611 -0.92872  0.006
16 C 4.57674 -2.83641 3.27058  -0.001
17 H -2.28656 -0.31881 -4.28912  0.000
18 F 1.04654 -0.02431 4.56708  0.001
19 C -1.51466 -2.73761 4.12388  -0.001
20 B -0.07506 0.47819 4.09328  0.004
21 H 0.18314 1.21409 -5.98382  0.000
22 F -1.14616 0.29939 4.82918  0.001
23 H -3.40286 -4.27661 -0.98642  0.000
24 C -3.23356 -3.21461 -1.09592  0.003
25 H -3.64346 1.99269 0.40348  0.001
26 C 2.00904 -2.21211 -2.82962  0.003
27 C 1.83624 -3.74891 -4.65802  0.001
28 H -2.82946 1.27209 -3.72352  0.000
29 H 2.57784 -1.72711 -2.04842  0.001
30 H 1.45694 6.64459 2.92698  0.000
31 C 3.18554 6.57989 0.81578  0.000
32 C -0.36766 -2.41421 3.41278  0.003
33 H 0.12644 -0.41311 -5.29202  0.000
34 H -0.19376 4.89369 3.55498  0.000
35 C 2.25214 4.26829 0.65608  0.004
36 C 0.49244 -3.43701 -4.79282  0.002
37 S -0.94816 2.48559 2.43158  0.020
38 O -0.34406 0.64509 -2.71742  0.084
39 O -0.02826 1.24469 3.00008  0.027
40 C 1.42334 5.71189 2.38348  -0.001
41 C -1.74486 -1.38181 -1.53312  0.015
42 Ru -0.12536 0.95489 0.02878  3.124
43 H 3.19634 0.13799 2.43588  0.001
44 C -1.96736 -2.74581 -1.39202  0.005
45 H -4.87556 -0.26631 -0.89212  0.000
46 H -2.60936 0.57849 -1.41902  0.001
47 P 0.89284 -1.06871 1.12538  0.090
48 C -0.70136 1.12239 -4.02032  0.012
49 H -1.79036 -0.64321 0.91728  0.008
50 C -2.77386 2.60299 0.65118  0.008
51 P -0.05846 -0.70731 -1.77282  0.154
52 H 3.64354 -3.37581 -3.56192  0.000
53 H 1.31214 0.75569 -4.69592  0.000
54 N -1.81996 1.78919 1.35478  0.063
55 H 2.90404 6.85359 -0.20112  0.000
56 H -3.64416 -2.55911 4.25278  0.000
57 C -0.46156 -1.64011 2.26078  0.002
58 H 2.28964 -4.46951 -5.32202  0.000
59 O -0.87036 3.04999 -0.71972  0.073
60 C 0.49584 4.74839 2.73908  0.001
61 C -4.06216 -0.96181 -1.04032  0.001
62 H 1.36274 2.31129 0.49498  0.025
63 N 0.67714 -1.93371 -0.25372  0.074
64 H 3.13024 7.46399 1.44498  0.000
65 H -1.15216 -2.29731 -4.03412  0.000
66 H -3.08916 3.47059 1.23608  0.001
67 C -2.13546 0.75499 -4.38062  0.003
68 H -0.62936 2.21549 -3.92342  0.000
69 H 0.59554 -2.76061 3.76358  0.000
70 H 1.00514 -2.89451 -0.26202  0.002
71 C 4.43324 -1.46461 3.15498  0.000
72 C -2.86406 -1.56341 2.52848  0.001
73 C 0.43404 3.56689 2.02418  0.006
74 C 2.59684 -3.13401 -3.67542  0.000
75 C -2.75766 -2.31051 3.69108  0.004
76 H -1.14226 -3.43051 -1.52102  0.000
77 H -3.82486 -1.24231 2.15778  0.000
78 H 1.77914 -3.81111 1.64958  0.001
79 H -2.34756 1.05379 -5.40372  0.001
80 H -0.10246 -3.91351 -5.56042  0.000
81 H 5.43564 -3.24551 3.78088  0.000
82 O -2.87476 3.63559 -1.52242  0.009
83 C -0.09746 -2.52051 -3.93972  0.005
84 C 3.61824 -3.67961 2.73348  0.002
85 C 0.66044 -1.91031 -2.94932  0.023
86 C -2.11896 3.15849 -0.69932  0.009
87 C 0.29624 0.63709 -5.06862  0.001

=====

(2)
Molecular formula: CH11N5
Method: DFT, the ωB97M-V functional and the def2-TZVPD basis

SMILES = [H]/N=N\[H].CN.NN
DFT total energy = -318.338785 a.u.
Relative energy (zero: lowest compared OMol25 entry of this formula, charge and spin) = 1.6999 eV
Highest occupied orbital energy = -8.289 eV
HOMO-LUMO gap = 9.401 eV

Each line ends with the natural charge from an NBO analysis.
Cartesian coordinates (Å):
1 H -0.82445 0.04252 3.06423  0.183
2 N 0.78886 -1.25026 -2.44856  -0.666
3 H 1.62941 -1.15709 -1.88431  0.340
4 H -1.90906 0.00980 1.66850  0.198
5 H -0.08035 -0.67901 0.30291  0.403
6 N 0.67924 1.90610 -0.58524  -0.418
7 H -0.32991 0.22652 -1.56763  0.365
8 N 0.08685 -0.23830 1.21012  -0.812
9 H 0.95681 -0.58049 1.60392  0.348
10 H 1.63290 2.29527 -0.42618  0.277
11 H -1.23829 -1.50552 2.30527  0.173
12 N -0.06549 1.79038 0.38262  -0.257
13 C -1.02767 -0.44692 2.11156  -0.414
14 H 0.25953 2.16154 1.29576  0.299
15 H -1.16615 -1.10161 -2.10167  0.349
16 N -0.31036 -0.79487 -1.64707  -0.700
17 H 0.91811 -0.67807 -3.28426  0.329

=====

no.,strongest force on any atom (eV/Å)
1,2.799
2,1.405